A molecular structure, CH11NO3 in a non-equilibrium geometry, computed with ωB97M-V/def2-TZVPD.

Summary:
LUMO, eV: -5.328
Highest occupied orbital energy, Eh: -0.343
HOMO-LUMO gap, eV: 4.01
Max |F|, eV/A: 3.11

Structure (ORCA input):
```
! wB97M-V def2-TZVPD RIJCOSX def2/J DEFGRID3
* xyz 0 1
C -2.23999 -0.43407 -1.43555
N -1.02993 -1.28222 -1.16856
H -2.92235 -0.68964 -0.64290
H -2.71374 -0.57309 -2.40768
H -2.02928 0.58784 -1.24960
H 3.95820 1.69312 1.65118
H -0.36510 -1.45914 -1.99531
H 0.71897 -0.72542 1.50385
H -0.02786 1.25091 2.28471
O 0.70872 0.71612 1.92760
H 0.85315 1.01278 0.25555
H 0.41814 0.18655 -0.98184
O 0.77494 1.02123 -0.78304
H 3.14676 1.70600 1.80216
H 0.01503 -1.50150 0.28992
O 0.73435 -1.50948 0.94949
*
```

natural (NBO) population analysis, charges in e, atoms 1 to 8: -0.50 -0.32 0.23 0.23 0.29 -0.03 0.36 0.49